Computed, not measured: C36H53CaCl2F2KN4O17S4 as an isolated structure at a distorted geometry, with ωB97M-V with the def2-TZVPD basis set.

F_max, eV Å⁻¹: 4.9
E_HOMO, eV: -5.39
Spin multiplicity: 1
Relative energy (zero: lowest compared OMol25 entry of this formula, charge and spin), kJ/mol: 0.00
HOMO-LUMO gap, Eh: 0.042

Cartesian coordinates (Å):
C  2.342  -1.915  1.856
C  1.580  -0.617  1.507
C  2.293  0.421  0.641
C  1.539  1.746  0.713
O  0.146  1.428  0.454
N  -0.697  2.460  0.725
C  -1.475  2.980  -0.274
C  -1.432  2.420  -1.655
C  -2.177  1.099  -1.629
C  -1.570  -0.104  -1.881
C  -2.328  -1.251  -1.795
C  -3.655  -1.223  -1.464
C  -4.489  -2.462  -1.328
C  -4.271  -0.003  -1.223
C  -3.523  1.137  -1.307
C  -2.230  3.960  0.247
S  -3.419  4.889  -0.572
N  -1.883  4.016  1.600
C  -2.467  4.901  2.620
C  -3.293  4.077  3.586
C  -3.126  4.154  4.947
C  -3.896  3.349  5.748
C  -4.796  2.478  5.203
C  -4.985  2.404  3.842
C  -4.216  3.214  3.041
C  -0.965  3.109  1.885
N  -0.412  2.864  3.134
C  -0.754  1.742  3.552
O  -1.119  0.762  3.952
H  1.695  -2.415  2.641
H  3.326  -1.669  2.305
H  2.445  -2.630  0.993
H  0.659  -0.947  1.043
H  1.324  -0.114  2.438
H  3.327  0.567  0.920
H  2.201  0.109  -0.384
H  1.637  2.255  1.666
H  1.879  2.366  -0.112
H  -0.378  2.273  -1.873
H  -1.903  3.123  -2.327
H  -0.520  -0.144  -2.127
H  -1.866  -2.215  -1.962
H  -5.416  -2.317  -1.870
H  -3.973  -3.356  -1.662
H  -4.781  -2.604  -0.291
H  -5.313  0.035  -0.955
H  -4.011  2.084  -1.100
H  -2.705  5.894  -1.120
H  -1.686  5.435  3.150
H  -3.120  5.609  2.129
H  -2.405  4.831  5.373
H  -3.787  3.360  6.816
H  -5.385  1.821  5.820
H  -5.686  1.721  3.395
H  -4.358  3.147  1.971
Cl  3.655  -1.992  -0.523
N  -1.672  1.044  7.028
S  -2.104  0.147  8.272
O  -1.664  0.614  9.542
O  -2.105  -1.262  8.042
F  -3.652  0.519  8.265
S  -0.140  1.020  6.729
O  0.261  2.064  5.830
O  0.444  -0.264  6.507
F  0.514  1.487  8.090
C  3.906  -5.270  -6.812
O  2.751  -4.964  -6.013
C  3.015  -4.243  -4.917
O  4.095  -3.858  -4.571
O  1.860  -4.033  -4.276
C  1.983  -3.261  -3.063
H  3.554  -5.846  -7.660
H  4.373  -4.361  -7.173
H  4.617  -5.871  -6.248
H  2.373  -2.269  -3.271
H  2.612  -3.762  -2.334
H  0.978  -3.166  -2.657
C  1.132  -7.854  -4.693
S  2.400  -9.127  -5.049
O  3.441  -8.499  -5.862
C  1.361  -10.117  -6.134
H  1.575  -7.096  -4.038
H  0.815  -7.387  -5.622
H  0.272  -8.307  -4.191
H  1.026  -9.503  -6.969
H  0.499  -10.506  -5.585
H  1.957  -10.949  -6.504
K  1.374  -9.424  -2.828
C  4.232  7.582  7.784
C  2.926  6.866  8.058
O  2.198  6.637  6.836
C  2.641  5.588  6.109
O  3.534  4.850  6.421
O  1.925  5.536  4.994
C  2.314  4.491  4.108
H  4.058  8.496  7.214
H  4.726  7.838  8.722
H  4.907  6.957  7.198
H  2.279  7.484  8.674
H  3.079  5.928  8.586
H  2.328  3.532  4.622
H  3.291  4.710  3.675
H  1.569  4.458  3.318
Ca  3.061  -3.554  3.431
O  -6.295  3.485  -1.169
H  -5.709  4.228  -1.344
Cl  0.356  5.514  7.780
C  -0.693  -2.215  -9.636
C  0.465  -2.795  -8.863
C  1.431  -1.781  -8.300
O  2.645  -2.543  -8.224
C  2.585  -3.493  -9.188
O  3.504  -4.173  -9.513
O  1.340  -3.558  -9.721
H  -1.434  -1.794  -8.957
H  -0.359  -1.430  -10.315
H  -1.169  -2.984  -10.244
H  0.099  -3.467  -8.082
H  1.145  -1.411  -7.319
H  1.599  -0.936  -8.971

---

Computed, not measured: a 6-piece molecular cluster, C36H54ClF4N6O4 overall at a distorted geometry, with ωB97M-V with the def2-TZVPD basis set.

Charge: +1
F_max, eV Å⁻¹: 1.4
E_HOMO, eV: -13.00
Spin multiplicity: 1
HOMO-LUMO gap, Eh: 0.320

Cartesian coordinates (Å):
C  4.253  -2.619  2.496
C  5.077  -1.323  2.528
C  5.362  -0.652  1.154
C  4.451  -1.084  0.021
C  3.037  -0.495  0.144
C  1.974  -1.421  -0.510
C  0.636  -1.237  0.153
C  -0.032  -0.014  0.064
Cl  0.493  1.336  -0.813
N  -1.215  0.180  0.675
C  -1.817  -0.756  1.414
C  -1.244  -2.002  1.549
C  -1.928  -3.047  2.374
O  -3.055  -3.547  1.649
C  -4.071  -4.016  2.409
F  -4.757  -4.843  1.655
F  -4.880  -3.049  2.861
F  -3.645  -4.680  3.488
C  -0.027  -2.234  0.893
C  0.610  -3.599  0.988
O  0.887  -4.074  2.049
O  0.774  -4.181  -0.195
C  1.361  -5.490  -0.149
C  2.823  -5.466  0.214
O  3.288  -5.943  1.170
F  3.579  -4.848  -0.684
H  4.451  -3.247  1.635
H  3.189  -2.424  2.624
H  4.529  -3.213  3.366
H  6.044  -1.587  2.952
H  4.624  -0.631  3.234
H  6.398  -0.827  0.876
H  5.277  0.425  1.308
H  4.861  -0.663  -0.896
H  4.417  -2.159  -0.136
H  2.767  -0.289  1.182
H  3.055  0.454  -0.380
H  2.349  -2.425  -0.376
H  1.887  -1.240  -1.580
H  -1.672  1.097  0.562
H  -2.761  -0.537  1.890
H  -1.254  -3.842  2.661
H  -2.254  -2.589  3.309
H  1.291  -5.869  -1.166
H  0.826  -6.186  0.485
C  -4.716  3.520  -2.910
C  -3.367  3.183  -3.534
C  -2.625  2.076  -2.772
C  -2.245  2.500  -1.430
N  -1.957  2.842  -0.371
H  -4.599  3.927  -1.904
H  -5.231  4.267  -3.511
H  -5.357  2.639  -2.850
H  -2.748  4.080  -3.585
H  -3.519  2.845  -4.560
H  -1.720  1.796  -3.316
H  -3.247  1.180  -2.704
C  -3.079  -7.392  2.191
C  -2.928  -8.872  2.518
C  -1.626  -9.465  1.972
C  -1.580  -9.454  0.511
N  -1.533  -9.432  -0.636
H  -3.135  -7.245  1.110
H  -3.981  -6.976  2.627
H  -2.226  -6.824  2.573
H  -3.786  -9.419  2.124
H  -2.939  -9.008  3.601
H  -1.515  -10.493  2.319
H  -0.770  -8.908  2.359
C  -9.047  6.684  -1.369
C  -8.214  6.587  -2.643
C  -8.637  5.423  -3.545
C  -8.390  4.123  -2.925
N  -8.189  3.104  -2.435
H  -8.918  5.801  -0.740
H  -8.747  7.554  -0.785
H  -10.108  6.785  -1.601
H  -7.158  6.490  -2.383
H  -8.318  7.514  -3.209
H  -8.086  5.469  -4.486
H  -9.696  5.506  -3.796
C  10.178  1.068  0.216
C  9.547  2.425  -0.075
C  8.030  2.435  0.141
C  7.331  1.568  -0.804
N  6.786  0.883  -1.548
H  9.809  0.302  -0.467
H  11.260  1.121  0.101
H  9.965  0.748  1.238
H  9.778  2.724  -1.099
H  9.991  3.175  0.582
H  7.649  3.452  0.026
H  7.793  2.121  1.160
C  0.330  7.988  -0.113
C  0.495  6.481  0.053
C  0.999  5.793  -1.220
C  0.028  5.854  -2.311
N  -0.751  5.882  -3.153
H  -0.428  8.225  -0.861
H  0.021  8.441  0.828
H  1.268  8.454  -0.419
H  -0.455  6.040  0.361
H  1.210  6.286  0.854
H  1.204  4.741  -1.007
H  1.942  6.241  -1.536